1.
# C8H12ClP

C8H12ClP in the gas phase at a distorted geometry (ωB97M-V/def2-TZVPD, OMol25).

CARTESIAN COORDINATES (ANGSTROEM)
C1 -0.568 -0.506 -0.391
C2 -1.520 0.491 -0.430
C3 0.805 1.328 0.103
C4 0.842 -0.114 0.014
C5 -0.742 -1.943 -0.633
C6 -2.953 0.299 -0.678
C7 1.974 2.172 0.632
C8 1.434 -0.808 1.305
P1 -0.630 2.069 -0.303
Cl1 1.931 -0.491 -1.447
H1 0.229 -2.473 -0.763
H2 -1.277 -1.979 -1.592
H3 -1.145 -2.605 0.144
H4 -2.845 -0.141 -1.767
H5 -3.397 1.222 -0.686
H6 -3.578 -0.535 -0.305
H7 2.123 2.332 1.745
H8 1.888 3.123 0.112
H9 2.861 1.653 0.294
H10 1.457 -1.891 1.057
H11 0.671 -0.837 2.063
H12 2.440 -0.365 1.526

LUMO level in eV: -0.19
HOMO-LUMO gap in eV: 7.834
SMILES: CC1=PC(C)=C(C)[C@@]1(C)Cl
Electronic energy in a.u.: -1113.4939
HOMO energy in Ha: -0.29488

Results of the natural (NBO) charge analysis, in e, for atoms 1 through 6: -0.02, -0.29, -0.40, -0.02, -0.68, -0.66


2.
# C8H12F2N4S

C8H12F2N4S in the gas phase at a distorted geometry (ωB97M-V/def2-TZVPD, OMol25).

CARTESIAN COORDINATES (ANGSTROEM)
C1 1.569 -0.948 2.452
C2 -0.083 0.958 0.492
C3 1.103 0.221 2.882
C4 -0.958 -0.825 -2.193
C5 -1.704 -0.224 -3.370
C6 -0.647 0.669 -2.553
C7 1.634 0.951 4.220
C8 0.741 0.994 -3.175
N1 -2.295 3.684 -1.376
N2 -1.026 1.442 -0.238
N3 -2.136 2.816 -2.163
N4 -0.998 1.632 -1.606
F1 1.588 0.639 -2.202
F2 0.745 2.352 -3.169
S1 -0.375 1.017 2.233
H1 1.020 -1.481 1.721
H2 2.367 -1.450 3.042
H3 0.695 0.393 0.122
H4 -1.398 -1.021 -1.275
H5 -0.098 -1.483 -2.261
H6 -1.466 -0.537 -4.267
H7 -2.698 0.022 -3.241
H8 2.543 0.504 4.299
H9 1.573 1.983 3.879
H10 0.967 0.724 4.945
H11 1.076 0.656 -4.226
H12 -2.833 4.516 -1.704

LUMO level (spin up / spin down) in eV: 0.85 / -1.67
HOMO-LUMO gap (spin up / spin down) in eV: 6.665 / 6.243
Spin multiplicity: 3
Electronic energy in a.u.: -1128.6085
Expectation value of S²: 2.022
HOMO energy (spin up / spin down) in Ha: -0.21363 / -0.29086

Results of the natural (NBO) charge analysis, in e, for atoms 1 through 6: -0.44, -0.09, -0.11, -0.42, -0.35, 0.01


3.
# C8H12F2O4Tl

A molecular structure, C8H12F2O4Tl at a distorted geometry (ωB97M-V/def2-TZVPD, OMol25).

CARTESIAN COORDINATES (ANGSTROEM)
Tl1 -1.497 -0.344 1.163
F1 -2.958 1.838 2.158
F2 -2.569 -2.037 -0.866
O1 -2.164 1.743 -0.804
C1 -1.927 2.897 -1.124
O2 -1.425 3.202 -2.292
C2 -1.033 4.580 -2.403
C3 -1.201 5.178 -0.972
C4 -2.135 4.151 -0.300
H1 -1.664 5.093 -3.125
H2 0.013 4.585 -2.699
H3 -1.730 6.128 -1.001
H4 -0.285 5.277 -0.394
H5 -3.153 4.517 -0.455
H6 -2.027 4.015 0.773
O3 0.229 -2.539 0.255
C5 1.093 -3.373 0.469
O4 2.145 -3.553 -0.320
C6 3.165 -4.437 0.211
C7 2.742 -4.598 1.641
C8 1.265 -4.285 1.679
H7 4.188 -4.067 0.204
H8 3.090 -5.361 -0.360
H9 3.256 -3.922 2.329
H10 2.965 -5.552 2.120
H11 0.936 -3.953 2.660
H12 0.681 -5.182 1.451

LUMO level in eV: -10.30
HOMO-LUMO gap in eV: 3.805
Electronic energy in a.u.: -984.6789
Total charge: +1
HOMO energy in Ha: -0.51838

Results of the Löwdin charge analysis, in e, for atoms 1 through 6: 1.41, -0.40, -0.33, 0.05, -0.44, 0.08


4.
# C8H12F3N4OS

2 unconnected molecules or ions with the total composition C8H12F3N4OS at a distorted geometry (ωB97M-V/def2-TZVPD, OMol25).

CARTESIAN COORDINATES (ANGSTROEM)
C1 -3.392 -0.132 -4.091
C2 -2.649 -0.972 -3.195
N1 -1.535 -0.333 -2.471
C3 -0.264 -0.243 -3.101
N2 0.555 0.451 -2.155
C4 -0.269 0.731 -1.006
N3 0.165 1.394 0.079
S1 1.836 1.953 0.021
N4 -1.602 0.195 -1.228
C5 -2.638 0.342 -0.236
F1 -2.195 -0.084 1.037
F2 -2.874 1.727 -0.079
F3 -3.820 -0.314 -0.474
H1 -3.829 0.807 -3.619
H2 -3.531 -0.394 -5.194
H3 -2.948 -2.065 -3.073
H4 -0.047 -0.633 -4.135
H5 -0.415 1.578 0.904
H6 1.771 2.922 -0.994
C6 3.453 -0.658 4.401
C7 2.814 -0.095 3.161
O1 2.905 1.087 2.884
C8 2.058 -1.053 2.277
H7 3.962 0.142 4.941
H8 2.688 -1.088 5.051
H9 4.187 -1.419 4.129
H10 1.232 -1.500 2.833
H11 2.731 -1.832 1.911
H12 1.651 -0.512 1.420

LUMO level in eV: -4.41
HOMO-LUMO gap in eV: 7.601
Electronic energy in a.u.: -1303.6491
Total charge: +1
HOMO energy in Ha: -0.44141

Results of the natural (NBO) charge analysis, in e, for atoms 1 through 6: -0.29, -0.13, -0.19, 0.30, -0.46, 0.60


5.
# C8H12FN

2 unconnected molecules or ions with the total composition C8H12FN at a distorted geometry (ωB97M-V/def2-TZVPD, OMol25).

CARTESIAN COORDINATES (ANGSTROEM)
C1 1.153 3.523 0.566
C2 1.458 2.393 0.822
C3 0.640 -3.187 0.900
C4 -2.311 -0.057 -1.312
C5 1.324 0.940 1.099
C6 -1.243 0.525 -0.344
C7 0.001 -0.219 -0.714
C8 1.261 0.202 -0.143
N1 1.420 -2.422 1.501
F1 2.383 -0.145 -0.785
H1 1.124 4.576 0.609
H2 0.504 -4.145 1.287
H3 0.003 -2.615 0.061
H4 -1.966 -0.235 -2.364
H5 -3.346 0.288 -1.328
H6 -2.491 -1.074 -1.097
H7 0.441 0.792 1.781
H8 2.142 0.690 1.665
H9 -0.948 1.504 -0.558
H10 -1.404 0.337 0.680
H11 -0.339 -1.403 -0.615
H12 0.194 -0.269 -1.712

LUMO level (spin up / spin down) in eV: -0.13 / 0.61
HOMO-LUMO gap (spin up / spin down) in eV: 7.224 / 10.045
Electronic energy in a.u.: -466.3747
HOMO energy (spin up / spin down) in Ha: -0.27034 / -0.34663

Results of the natural (NBO) charge analysis, in e, for atoms 1 through 6: -0.24, 0.00, -0.22, -0.62, -0.57, -0.41


6.
# C8H12IN2

A molecular structure, C8H12IN2 at a distorted geometry (ωB97M-V/def2-TZVPD, OMol25).

CARTESIAN COORDINATES (ANGSTROEM)
C1 1.814 -0.778 0.948
C2 1.002 0.306 1.155
C3 -0.074 0.371 0.260
C4 -1.181 0.998 -0.103
C5 1.211 1.315 2.223
C6 -2.781 1.563 -1.963
C7 2.234 -2.733 -0.447
C8 -2.165 0.504 -1.080
N1 1.433 -1.577 -0.105
N2 0.423 -1.318 -0.762
I1 -3.667 -0.333 0.328
H1 2.683 -1.026 1.530
H2 -1.411 1.948 0.378
H3 1.408 2.292 1.781
H4 0.313 1.409 2.832
H5 2.047 1.036 2.856
H6 -3.163 2.399 -1.382
H7 -3.595 1.148 -2.550
H8 -2.022 1.936 -2.649
H9 2.270 -2.840 -1.532
H10 3.240 -2.636 -0.045
H11 1.766 -3.632 -0.038
H12 -1.786 -0.352 -1.635

LUMO level in eV: -5.44
HOMO-LUMO gap in eV: 7.275
Electronic energy in a.u.: -718.8669
Total charge: +1
HOMO energy in Ha: -0.46713

Results of the natural (NBO) charge analysis, in e, for atoms 1 through 6: -0.09, 0.02, 0.17, -0.14, -0.64, -0.64


7.
# C8H12IO6Ti

A molecular structure, C8H12IO6Ti at a distorted geometry (ωB97M-V/def2-TZVPD, OMol25).

CARTESIAN COORDINATES (ANGSTROEM)
Ti1 11.731 13.771 -10.443
I1 13.532 12.140 -9.178
C1 11.559 12.321 -16.799
C2 11.151 11.360 -15.637
C3 12.385 10.486 -15.261
O1 12.642 10.926 -13.887
C4 11.631 11.825 -13.500
O2 11.428 12.376 -12.400
O3 10.945 12.208 -14.546
H1 12.185 11.802 -17.525
H2 12.076 13.177 -16.365
H3 10.715 12.676 -17.390
H4 10.329 10.772 -16.044
H5 13.365 10.711 -15.681
H6 12.315 9.408 -15.402
C5 10.815 18.247 -15.312
C6 11.259 16.931 -14.876
C7 12.640 16.449 -15.291
O4 13.250 15.923 -14.209
C8 12.512 16.208 -13.096
O5 12.648 15.773 -11.986
O6 11.427 16.871 -13.433
H7 11.400 18.767 -16.072
H8 11.111 18.834 -14.442
H9 9.735 18.388 -15.270
H10 10.592 16.117 -15.159
H11 13.184 17.225 -15.829
H12 12.486 15.634 -15.998

LUMO level (spin up / spin down) in eV: 0.10 / 0.08
HOMO-LUMO gap (spin up / spin down) in eV: 5.069 / 7.656
Spin multiplicity: 4
Electronic energy in a.u.: -1910.5555
Expectation value of S²: 3.753
HOMO energy (spin up / spin down) in Ha: -0.18253 / -0.27823

Results of the natural (NBO) charge analysis, in e, for atoms 1 through 6: 0.74, -0.75, -0.62, 0.05, -0.10, -0.47


8.
# C8H12IO6Ti

A molecular structure, C8H12IO6Ti at a distorted geometry (ωB97M-V/def2-TZVPD, OMol25).

CARTESIAN COORDINATES (ANGSTROEM)
Ti1 11.303 6.964 4.976
I1 9.470 9.256 5.403
C1 13.182 6.624 11.486
C2 13.487 7.282 10.167
C3 14.850 6.900 9.582
O1 14.548 6.516 8.224
C4 13.227 6.590 8.033
O2 12.655 6.332 7.014
O3 12.571 6.930 9.137
H1 13.277 5.534 11.387
H2 12.246 6.747 12.021
H3 14.035 6.878 12.127
H4 13.508 8.368 10.279
H5 15.432 6.069 9.988
H6 15.517 7.754 9.724
C5 13.452 2.819 5.122
C6 12.003 3.011 4.716
C7 10.913 2.121 5.359
O4 9.822 3.044 5.492
C8 10.254 4.290 5.345
O5 9.584 5.285 5.393
O6 11.565 4.311 5.097
H7 13.600 2.893 6.206
H8 14.112 3.589 4.732
H9 13.774 1.809 4.869
H10 11.951 2.901 3.629
H11 11.243 1.787 6.344
H12 10.601 1.307 4.716

LUMO level (spin up / spin down) in eV: 0.17 / 0.14
HOMO-LUMO gap (spin up / spin down) in eV: 5.210 / 7.390
Spin multiplicity: 4
Electronic energy in a.u.: -1910.6079
Expectation value of S²: 3.752
HOMO energy (spin up / spin down) in Ha: -0.18525 / -0.26659

Results of the natural (NBO) charge analysis, in e, for atoms 1 through 6: 0.74, -0.77, -0.63, 0.06, -0.10, -0.47


9.
# C8H12N2

C8H12N2 in the gas phase at a distorted geometry (ωB97M-V/def2-TZVPD, OMol25).

CARTESIAN COORDINATES (ANGSTROEM)
C1 -3.075 -0.548 -0.060
C2 0.864 -1.814 0.291
C3 1.526 -0.507 -0.509
C4 -0.682 -1.793 0.085
C5 0.917 0.812 -0.101
C6 -1.354 -0.458 0.303
C7 -0.591 0.784 0.248
C8 -1.210 2.151 -0.174
N1 -4.052 -0.419 -0.590
N2 -0.977 0.163 1.543
H1 1.347 -2.715 -0.194
H2 1.249 -1.696 1.353
H3 2.666 -0.498 -0.344
H4 1.314 -0.652 -1.592
H5 -0.807 -1.905 -0.954
H6 -1.104 -2.604 0.597
H7 1.366 1.397 0.758
H8 0.861 1.550 -0.966
H9 -2.105 2.292 0.536
H10 -1.529 2.105 -1.141
H11 -0.540 2.891 -0.078
H12 -1.704 0.730 1.869

LUMO level in eV: 0.78
HOMO-LUMO gap in eV: 10.798
SMILES: C[C@]12CCCC[C@@]1(C#N)N2
Electronic energy in a.u.: -421.4302
HOMO energy in Ha: -0.36816

Results of the natural (NBO) charge analysis, in e, for atoms 1 through 6: 0.24, -0.39, -0.41, -0.43, -0.41, 0.13


10.
# C8H12N2O

2 unconnected molecules or ions with the total composition C8H12N2O at a distorted geometry (ωB97M-V/def2-TZVPD, OMol25).

CARTESIAN COORDINATES (ANGSTROEM)
C1 -0.231 2.234 -2.846
C2 -1.073 1.160 -2.748
C3 0.805 2.351 -1.931
C4 -0.796 0.173 -1.770
C5 1.016 1.473 -0.839
C6 0.202 0.326 -0.783
C7 0.561 0.535 2.061
C8 0.492 -0.826 0.065
N1 0.868 -0.719 1.297
N2 -1.153 -3.699 2.292
O1 1.275 -1.592 2.072
H1 -0.462 3.090 -3.409
H2 -1.637 1.007 -3.622
H3 1.590 3.091 -2.099
H4 -1.299 -0.723 -1.823
H5 1.768 1.511 -0.105
H6 0.514 1.550 1.639
H7 -0.440 0.465 2.417
H8 1.184 0.445 3.006
H9 0.533 -1.909 -0.370
H10 -0.327 -3.082 2.506
H11 -1.740 -2.927 1.853
H12 -1.652 -3.935 3.137

LUMO level in eV: 0.23
HOMO-LUMO gap in eV: 8.720
SMILES: C/[N+]([O-])=C\c1ccccc1.N
Electronic energy in a.u.: -496.6628
HOMO energy in Ha: -0.31191

Results of the natural (NBO) charge analysis, in e, for atoms 1 through 6: -0.21, -0.20, -0.19, -0.19, -0.20, -0.09